Here is a 4-piece molecular cluster, C14H36BrN2O6P overall from the Open Molecules 2025 dataset. Energies are from ωB97M-V with the def2-TZVPD basis set.

Results
Charge ... 0
Orbital gap ... 9.8 eV
Largest force on an atom ... 0.83 eV/A
E ... -4031.36423 Eh
LUMO level ... 0.029 Eh

Last column: Mulliken charge in e.
Positions of all 60 atoms, in Å:
1 N -3.3107 2.5471 -3.2459  -0.40
2 C -3.7746 2.1674 -1.9294  -0.70
3 N -2.9213 2.7393 -0.8693  0.03
4 C -1.5667 2.5137 -0.7736  0.52
5 O -1.0139 2.3348 0.2866  -0.59
6 O -0.8287 2.6388 -1.9205  -0.30
7 P 0.0279 1.3183 -2.4333  0.45
8 O -0.9608 0.1217 -1.9521  -0.50
9 Br -0.4187 1.3276 -4.6286  -0.30
10 H -3.9632 2.2419 -3.9570  0.21
11 H -3.1945 3.5525 -3.3056  0.19
12 H -3.8232 1.0698 -1.8507  0.32
13 H -4.7856 2.5463 -1.7095  0.42
14 H -3.3195 2.4745 0.0276  0.25
15 H -0.5691 -0.3312 -1.1850  0.39
16 C 3.2886 -2.3137 2.0578  -0.85
17 C 2.4995 -2.2193 0.7653  -0.33
18 O 1.4713 -1.2413 0.7826  -0.42
19 C 1.8894 0.0981 1.0043  -0.23
20 C 2.8484 0.6225 -0.0491  -1.04
21 H 2.6249 -2.5201 2.8986  0.29
22 H 4.0174 -3.1218 1.9786  0.21
23 H 3.8321 -1.3929 2.2753  0.29
24 H 1.9855 -3.1624 0.5794  0.32
25 H 3.1745 -2.0540 -0.0818  0.28
26 H 2.3032 0.2227 2.0109  0.29
27 H 0.9664 0.6804 0.9719  0.26
28 H 3.8121 0.1111 -0.0537  0.36
29 H 3.0338 1.6837 0.1190  0.37
30 H 2.3928 0.4934 -1.0297  0.23
31 C -4.8080 5.4098 0.6336  -1.11
32 C -5.6574 5.0662 -0.5754  -0.18
33 O -6.6533 4.0891 -0.3284  -0.40
34 C -7.6221 4.4191 0.6521  -0.36
35 C -8.4319 5.6632 0.3320  -1.04
36 H -4.3364 4.5135 1.0371  0.23
37 H -4.0240 6.1106 0.3462  0.38
38 H -5.3876 5.8727 1.4334  0.38
39 H -5.0245 4.6282 -1.3472  0.19
40 H -6.0975 5.9730 -1.0054  0.31
41 H -7.1554 4.5107 1.6395  0.31
42 H -8.2811 3.5518 0.6926  0.33
43 H -7.8128 6.5604 0.2994  0.27
44 H -9.1922 5.8150 1.0988  0.39
45 H -8.9290 5.5586 -0.6331  0.29
46 C 5.3981 -7.6356 1.5543  -1.06
47 C 5.0623 -6.6589 0.4406  -0.34
48 O 5.3567 -5.3073 0.7459  -0.36
49 C 6.7125 -5.0112 1.0306  -0.33
50 C 7.6707 -5.3246 -0.1053  -1.09
51 H 4.8793 -7.3608 2.4735  0.29
52 H 5.0891 -8.6415 1.2685  0.39
53 H 6.4677 -7.6671 1.7654  0.27
54 H 3.9886 -6.6721 0.2519  0.32
55 H 5.5526 -6.9597 -0.4923  0.30
56 H 7.0326 -5.5143 1.9504  0.32
57 H 6.7245 -3.9402 1.2355  0.33
58 H 7.7046 -6.3907 -0.3329  0.27
59 H 8.6797 -5.0132 0.1669  0.38
60 H 7.3765 -4.7936 -1.0114  0.30

Cartesian forces, eV/Å:
N 0.1 -0.1 0.2
C -0.4 0.2 -0.2
N 0.0 -0.8 -0.3
C 0.3 0.2 0.6
O -0.1 -0.1 -0.2
O -0.7 -0.2 -0.4
P 0.5 0.1 0.0
O -0.1 0.0 0.2
Br -0.1 0.0 0.1
H 0.0 0.0 0.0
H -0.1 0.0 -0.1
H 0.2 0.2 -0.1
H 0.2 -0.1 0.1
H 0.1 0.4 0.0
H 0.0 0.0 -0.1
C 0.0 0.0 0.0
C 0.1 -0.1 0.0
O -0.1 0.0 -0.1
C -0.1 0.1 0.0
C 0.0 -0.1 0.0
H 0.0 0.0 0.0
H 0.0 0.0 0.0
H 0.0 0.0 0.0
H 0.0 0.0 0.0
H 0.0 0.0 0.0
H 0.0 -0.1 0.0
H 0.0 0.0 0.0
H 0.0 0.0 0.1
H 0.0 0.0 0.0
H 0.1 0.1 -0.1
C 0.0 0.0 0.1
C 0.1 0.1 0.0
O 0.0 -0.1 -0.1
C 0.0 0.0 0.1
C 0.0 0.0 -0.1
H 0.0 0.0 0.0
H 0.0 0.0 0.0
H 0.0 0.0 0.0
H 0.0 0.0 0.0
H 0.0 0.0 0.0
H 0.0 0.0 0.0
H 0.0 0.0 0.0
H 0.0 0.0 0.0
H 0.0 0.0 0.0
H 0.0 0.0 0.0
C 0.0 0.1 0.0
C 0.0 -0.1 0.0
O -0.1 0.1 0.0
C 0.1 0.0 0.0
C -0.1 0.0 0.0
H 0.0 0.0 0.0
H 0.0 0.0 0.0
H 0.0 0.0 0.0
H 0.0 0.0 0.0
H 0.0 0.0 0.0
H 0.0 0.0 0.0
H 0.0 0.0 0.0
H 0.0 0.0 0.0
H 0.0 0.0 0.0
H 0.0 0.0 0.0